ORCA calculation (ωB97M-V/def2-TZVPD) on a structure of composition C11H23BrNO2P2Tb.

Values from the calculation:
Electronic energy   -4718.76667 hartree
ΔE to the lowest compared entry with this formula, charge and spin   4.552 eV
Maximum force   3.32 eV Å⁻¹
HOMO energy (spin up / spin down)   -12.99 / -13.22 eV
Net charge   +2
2S+1   7

```
41
Properties=species:S:1:pos:R:3:lowdin_spin:R:1
Tb -0.9264 0.2052 0.6032 6.23
P -1.3688 2.3028 -1.3506 -0.03
C -0.8668 0.9544 -2.4353 -0.08
C 0.2426 0.1069 -2.1864 -0.01
N 0.7042 -0.0425 -0.8669 -0.03
C 1.9443 -0.5298 -0.5925 0.01
C 2.7848 -0.8859 -1.6173 -0.01
C 2.3188 -0.8812 -2.9258 0.01
C 1.0334 -0.4415 -3.2108 -0.01
C 2.4052 -0.6081 0.8400 0.00
P 1.1220 -0.6361 2.1763 -0.02
H 0.6517 -0.4132 -4.2375 0.00
H 3.7953 -1.1987 -1.3870 0.00
H 2.9479 -1.2593 -3.7337 0.00
H 2.9965 -1.5184 0.9695 0.00
H 3.0471 0.2581 1.0562 0.00
H -3.1497 -1.0259 -1.1123 0.00
H -1.5289 0.7866 -3.2952 0.00
H -2.7244 -4.2959 3.6499 0.00
O -2.5705 -1.2642 -0.3395 -0.02
H -2.8687 -2.1792 -0.2803 0.00
H -1.7278 1.3224 1.9994 0.00
O -2.3415 -3.3755 3.7610 0.00
H -2.8335 -2.7962 3.1145 0.00
C 1.1064 -2.4108 2.5627 0.00
H 2.0677 -2.6407 3.0438 0.00
H 0.2658 -2.6200 3.2398 0.00
H 0.9997 -3.0044 1.6442 0.00
C 2.0960 0.0138 3.5520 0.00
H 1.4006 0.4186 4.3009 0.00
H 2.6719 -0.8172 3.9907 0.00
H 2.7731 0.8074 3.1994 0.00
C -0.4101 3.6336 -2.2699 -0.01
H -0.8061 3.8504 -3.2803 0.00
H -0.4378 4.5778 -1.6948 0.00
H 0.6416 3.3069 -2.3679 0.00
C -3.1355 2.6001 -1.9117 0.00
H -3.5799 3.4176 -1.3155 0.00
H -3.2214 2.8898 -2.9725 0.00
H -3.7533 1.6985 -1.7498 0.00
Br -1.7655 1.6942 3.4303 -0.01
```

=====

ORCA calculation (ωB97M-V/def2-TZVPD) on a structure of composition C11H23ClNO6P2Rh.

Values from the calculation:
Electronic energy   -2191.57300 hartree
ΔE to the lowest compared entry with this formula, charge and spin   0.670 eV
Maximum force   3.67 eV Å⁻¹
HOMO energy (spin up / spin down)   -12.40 / -16.59 eV
Net charge   +2
2S+1   5

```
45
Properties=species:S:1:pos:R:3:lowdin_spin:R:1
Rh -0.1069 0.1132 0.0190 1.48
P 1.9586 -0.8690 0.1608 0.18
C 2.2620 -1.1650 -1.6110 0.07
C 0.9918 -1.5879 -2.3166 0.33
N -0.1630 -1.1725 -1.7857 0.20
C -1.3304 -1.4807 -2.3656 0.30
C -1.3718 -2.3199 -3.4751 0.26
C -0.1856 -2.7640 -4.0437 0.19
C 1.0168 -2.3884 -3.4571 0.24
C -2.5653 -0.8415 -1.7998 0.05
P -2.0317 0.5613 -0.7340 0.17
H 1.9874 -2.7217 -3.8155 0.01
H -2.3464 -2.5666 -3.8872 0.01
H -0.1919 -3.3845 -4.9323 0.01
H -3.2150 -0.4442 -2.5883 0.01
H -3.1541 -1.5413 -1.1906 0.02
H 2.6302 -0.2064 -2.0356 0.02
H 3.0225 -1.9539 -1.6887 0.01
H 0.8757 3.6100 -1.8403 0.00
O 1.3975 2.8554 -2.2167 0.00
H 1.9545 3.2807 -2.8892 0.00
H -0.2863 4.4050 -0.0215 0.00
O -0.4533 4.3759 -0.9842 0.00
H -0.9653 5.1718 -1.1908 0.00
C -1.9587 1.9749 -1.8448 0.03
H -2.8652 2.0383 -2.4563 0.01
H -1.8155 2.8830 -1.2495 0.00
H -1.0701 1.8737 -2.4796 0.00
C -3.2572 0.7953 0.5499 0.06
H -3.0062 1.7061 1.1029 0.00
H -4.2588 0.8633 0.1153 0.01
H -3.2013 -0.0576 1.2358 0.00
C 1.9338 -2.4817 0.9873 0.02
H 2.8972 -2.9815 0.8263 0.01
H 1.7269 -2.3477 2.0558 0.00
H 1.1369 -3.1034 0.5608 0.00
C 3.3059 0.1503 0.7783 0.03
H 3.0902 0.4258 1.8221 0.00
H 4.2501 -0.4066 0.6955 0.01
H 3.3501 1.0593 0.1566 0.00
O -0.2260 -1.3215 2.9577 0.01
Cl -0.0396 0.1023 3.1130 0.01
O -1.2947 0.7901 3.2691 0.01
O 0.9067 0.4375 4.1299 0.01
O 0.6660 0.6338 1.7591 0.20
```

=====

ORCA calculation (ωB97M-V/def2-TZVPD) on a structure of composition C11H23FN3ReSi.

Values from the calculation:
Electronic energy   -1063.59606 hartree
Maximum force   6.80 eV Å⁻¹
HOMO energy (spin up / spin down)   -18.19 / -18.44 eV
Net charge   +3
2S+1   4

```
40
Properties=species:S:1:pos:R:3:nbo_charge:R:1
Re 0.9533 -0.4001 0.8961 1.24
C -0.1141 2.9978 -1.1232 -1.08
Si -0.9830 2.5410 0.4997 1.70
C -2.7020 3.2456 0.4408 -1.13
C -0.0284 3.4563 1.8592 -1.08
N -0.7460 0.8540 0.7522 -0.82
C -1.5769 -0.2274 0.9423 0.12
C -2.9833 -0.0651 0.9578 -0.16
C -3.9051 -1.1089 1.1447 -0.14
C -3.4679 -2.4052 1.3315 -0.10
C -2.1040 -2.6497 1.3298 -0.17
C -1.1569 -1.6211 1.1444 0.16
F 0.1150 -2.1499 1.1892 -0.31
H -0.1549 4.0793 -1.2827 0.29
H -0.6026 2.5036 -1.9683 0.24
H 0.9354 2.6902 -1.0973 0.21
H -2.6602 4.3271 0.2733 0.30
H -3.2379 3.0878 1.3816 0.26
H -3.2885 2.8173 -0.3777 0.25
H -0.0694 4.5361 1.6887 0.28
H 1.0207 3.1460 1.8679 0.24
H -0.4643 3.2427 2.8396 0.26
H -3.4237 0.9125 0.8202 0.27
H -4.9667 -0.8825 1.1405 0.28
H -4.1740 -3.2139 1.4761 0.28
H -1.7339 -3.6596 1.4744 0.27
N 3.8054 -3.3988 -2.2706 -0.67
C 3.3744 -1.9791 -2.2093 -0.24
C 2.5102 -1.7414 -0.9610 -0.27
N 2.0434 -0.3724 -0.8209 -0.77
H 4.3853 -3.5729 -3.1021 0.48
H 3.0006 -4.0385 -2.3194 0.46
H 4.3639 -3.6624 -1.4473 0.46
H 2.8180 -1.7769 -3.1296 0.26
H 4.2849 -1.3722 -2.1911 0.26
H 3.0806 -2.0082 -0.0638 0.24
H 1.6387 -2.4055 -0.9865 0.22
H 1.4228 -0.0828 -1.6115 0.45
H 2.8323 0.3056 -0.7103 0.46
H 1.9585 0.0514 2.2229 0.01
```

=====

ORCA calculation (ωB97M-V/def2-TZVPD) on a structure of composition C11H23P2Sc.

Values from the calculation:
Electronic energy   -1876.13622 hartree
Maximum force   4.00 eV Å⁻¹
HOMO energy (spin up / spin down)   -4.61 / -5.06 eV
Net charge   0

```
37
Properties=species:S:1:pos:R:3:nbo_charge:R:1
C -0.6561 -0.1768 -3.6583 -0.55
C -1.4164 1.0608 -3.4500 -0.22
C -0.6035 2.1946 -3.1795 -0.35
C 0.7655 1.6383 -3.1932 -0.23
C 0.7636 0.2043 -3.4865 -0.56
Sc 0.3889 -1.3332 -1.6391 0.95
P -0.3260 -3.6290 -1.5317 -0.25
H -1.0012 -0.9504 -4.4111 0.24
H -2.5036 1.0690 -3.4533 0.20
H -0.8846 3.0236 -2.5215 0.21
H 1.6072 -0.2888 -4.0101 0.24
H 1.6404 2.2001 -2.8970 0.20
H 0.9187 -4.2170 -2.1058 0.02
H -1.4968 -4.1279 -2.2657 -0.04
H -0.4092 -3.9989 -0.1068 0.03
C 2.3578 -1.1638 2.3096 -0.61
C 0.8320 -0.9642 2.3607 -0.71
P 0.1655 -0.1675 0.8514 0.76
C -1.6486 -0.1013 0.9973 -0.72
C -2.1284 0.2635 2.4126 -0.61
C 0.7576 1.5283 0.8270 -0.75
C 0.7070 2.2734 2.1779 -0.61
H 2.6450 -1.8214 1.5081 0.22
H 2.6906 -1.6401 3.2615 0.22
H 2.8923 -0.2328 2.2144 0.21
H 0.3096 -1.9453 2.4452 0.24
H 0.4962 -0.3411 3.2238 0.22
H -2.0291 0.6164 0.2627 0.25
H -2.0639 -1.0883 0.7148 0.25
H -1.9677 1.3306 2.6442 0.21
H -3.2273 0.0956 2.4986 0.22
H -1.6651 -0.3327 3.1944 0.21
H 1.8120 1.5083 0.4379 0.24
H 0.1874 2.0826 0.0469 0.26
H 1.1863 1.7082 2.9727 0.20
H 1.2297 3.2289 2.0814 0.22
H -0.3259 2.4939 2.4661 0.21
```

=====

ORCA calculation (ωB97M-V/def2-TZVPD) on a structure of composition C11H24AsF6O19S5.

Values from the calculation:
Electronic energy   -6688.66886 hartree
Maximum force   6.16 eV Å⁻¹
HOMO energy (spin up / spin down)   -10.85 / -10.85 eV
Net charge   0
2S+1   2

```
66
Properties=species:S:1:pos:R:3:nbo_charge:R:1
As -0.5056 -0.1403 -0.5133 2.78
F -1.1449 -1.8299 -0.2594 -0.61
F -0.3042 -0.4985 -2.2965 -0.64
F 0.2126 1.4637 -0.8818 -0.64
F -0.8253 0.4439 1.1668 -0.60
F 1.1477 -0.7010 -0.0900 -0.65
F -2.1207 0.5056 -1.0709 -0.63
O 0.0759 2.7101 9.0229 -0.87
S 0.4601 2.0354 7.8378 2.29
O 0.1565 0.5945 7.5847 -0.92
O 0.0371 2.8009 6.3594 -0.69
C 0.2261 2.0309 5.2561 -0.08
C -0.3672 2.6743 4.0022 -0.62
C 2.2926 2.1083 7.6832 -0.86
H -0.5643 1.2889 5.3696 0.20
H 1.2725 1.7390 5.1668 0.16
H -0.2269 2.0502 3.1197 0.24
H 0.0325 3.6734 3.8280 0.20
H -1.4269 2.7629 4.2417 0.21
H 2.4750 3.1457 7.9636 0.24
H 2.6647 1.7659 6.7176 0.24
H 2.7175 1.5155 8.4932 0.25
C -5.4351 -0.0584 -1.4705 -0.09
C -4.6836 -1.2686 -1.0682 -0.13
O -5.6790 -2.2701 -1.1472 -0.67
S -6.4805 -2.0272 -2.6532 2.44
O -7.9005 -2.4142 -2.5592 -0.84
O -5.5720 -2.4484 -3.7342 -0.87
O -6.3831 -0.4391 -2.5076 -0.69
H -4.8181 0.7152 -1.9276 0.21
H -6.0669 0.2590 -0.6409 0.20
H -4.0992 -1.3364 -0.1507 0.24
H -3.9652 -1.4369 -1.8705 0.19
C -2.3301 2.0984 -3.7771 -0.09
C -1.5226 1.3952 -4.8902 -0.10
O -1.4075 2.2004 -5.9893 -0.67
S -2.0999 3.7003 -5.7276 2.43
O -2.9884 4.1866 -6.8522 -0.82
O -1.1704 4.5954 -5.0091 -0.87
O -3.0234 2.9694 -4.6448 -0.70
H -1.8112 2.5461 -2.9295 0.21
H -3.0839 1.4184 -3.3803 0.20
H -2.1753 0.5331 -5.0278 0.19
H -0.5231 1.1226 -4.5515 0.20
C 1.7604 -4.8521 -1.6394 -0.11
C 0.8896 -4.4476 -0.5309 -0.11
O 1.8613 -3.9358 0.4442 -0.68
S 3.1859 -4.7979 0.3880 2.48
O 3.2514 -5.7588 1.4981 -0.85
O 4.3353 -3.8780 0.1956 -0.92
O 2.7712 -5.5094 -1.0108 -0.67
H 2.0692 -3.9305 -2.1327 0.18
H 1.2676 -5.4319 -2.4198 0.23
H 0.1445 -5.1472 -0.1520 0.21
H 0.3288 -3.5464 -0.7788 0.24
C 4.5300 -0.4720 -0.4550 -0.12
C 3.9373 0.7024 -1.1949 -0.14
O 4.9197 1.5248 -1.6651 -0.43
S 6.4538 1.1089 -1.1345 2.34
O 6.7077 1.9510 0.1081 -0.70
O 7.5126 0.8945 -2.1604 -0.72
O 5.9478 -0.4376 -0.7211 -0.53
H 4.2744 -1.4436 -0.8779 0.31
H 4.3104 -0.3915 0.6096 0.29
H 3.2178 1.2457 -0.5824 0.34
H 3.2576 0.3729 -1.9807 0.35
```

=====

ORCA calculation (ωB97M-V/def2-TZVPD) on the molecule C11H24BN.

Values from the calculation:
Electronic energy   -513.05314 hartree
ΔE to the lowest compared entry with this formula, charge and spin   0.894 eV
Maximum force   3.67 eV Å⁻¹
SMILES string   C=C(CC)N(B(CC)CC)C(C)C
HOMO energy   -9.53 eV
Net charge   0

```
37
Properties=species:S:1:pos:R:3:nbo_charge:R:1
C -1.9387 -0.0907 1.7036 -0.46
C -1.5764 0.0130 0.4349 0.25
C -2.3754 -0.2184 -0.8313 -0.48
C -3.0310 -1.5860 -0.8527 -0.61
N -0.0875 0.3408 0.0693 -0.72
B 0.9859 -0.5063 0.1146 0.88
C 0.8443 -2.1491 0.1055 -0.74
C 1.3185 -2.9380 1.3736 -0.58
C 2.4942 0.1331 -0.0765 -0.74
C 2.7265 0.6031 -1.5044 -0.60
C 0.2523 1.8364 0.1006 -0.03
C -0.2331 2.4674 1.3237 -0.62
C -0.1551 2.5547 -1.1870 -0.62
H -1.1280 -0.1045 2.3752 0.21
H -2.9921 -0.1797 2.0605 0.22
H -3.1743 0.5490 -0.7491 0.22
H -1.7190 0.0019 -1.6751 0.23
H -3.7558 -1.7343 -1.6704 0.22
H -2.4140 -2.4767 -1.1125 0.22
H -3.4844 -1.8438 0.1451 0.21
H 1.3900 -2.7641 -0.6447 0.23
H -0.1800 -2.3734 0.2632 0.22
H 0.7745 -2.7902 2.2391 0.19
H 1.3507 -4.0268 1.2693 0.20
H 2.2825 -2.5952 1.6276 0.19
H 3.2588 -0.6271 0.0020 0.22
H 2.8190 0.9452 0.5865 0.20
H 3.7652 0.6500 -1.8316 0.20
H 2.2140 -0.3166 -1.9499 0.20
H 2.3401 1.5399 -1.8803 0.20
H 1.2545 1.7931 0.0318 0.21
H -1.3498 2.5339 1.0894 0.21
H -0.1910 1.9187 2.2746 0.22
H 0.2641 3.4218 1.4329 0.22
H -1.1596 2.7478 -1.3161 0.20
H 0.1421 1.8264 -1.9822 0.22
H 0.4677 3.4444 -1.3594 0.21
```